# 1
{
  "formula": "C20H28N4O2S",
  "method": "ωB97M-V/def2-TZVPD",
  "e_tot_ev": -42067.8531,
  "e_homo_ev": -8.26,
  "e_above_lowest_kj_mol": 1860.9,
  "gap_ha": 0.3113,
  "symbols": ["C", "H", "H", "H", "C", "N", "C", "N", "N", "C", "C", "C", "C", "C", "C", "C", "H", "H", "O", "C", "H", "H", "H", "H", "H", "S", "C", "H", "H", "C", "O", "N", "H", "C", "C", "C", "H", "H", "H", "C", "C", "C", "C", "H", "H", "H", "H", "H", "H", "H", "H", "H", "H", "H", "H"],
  "xyz": [[1.58, -2.78, 1.01], [1.97, -3.77, 1.06], [1.82, -2.20, 1.77], [0.52, -2.76, 0.72], [2.24, -1.90, -0.30], [1.75, -0.72, -0.40], [1.92, 0.36, 0.42], [1.39, 1.46, -0.21], [0.63, 0.99, -1.17], [0.82, -0.36, -1.39], [0.43, -1.25, -2.28], [1.12, -1.90, -3.19], [0.22, -2.66, -4.27], [-0.96, -2.86, -4.26], [-1.75, -1.86, -3.49], [-1.21, -1.23, -2.35], [-1.90, -0.55, -1.84], [-2.92, -1.99, -3.45], [-1.64, -3.57, -5.28], [-1.04, -4.44, -5.97], [-1.79, -4.73, -6.69], [-0.33, -3.85, -6.52], [-0.39, -5.20, -5.50], [0.97, -3.50, -4.67], [2.30, -1.87, -3.31], [3.26, 0.40, 1.48], [2.92, 2.26, 2.01], [4.18, 2.37, 2.53], [2.96, 2.76, 1.24], [1.84, 2.36, 2.98], [2.18, 2.51, 4.14], [0.76, 2.63, 2.27], [0.75, 2.32, 1.31], [-0.64, 2.71, 3.01], [-1.41, 1.38, 2.97], [-0.35, 0.03, 3.45], [0.35, 0.05, 2.64], [-1.21, -0.94, 3.68], [-0.06, 0.35, 4.45], [-1.77, 1.04, 1.69], [-2.82, 2.13, 1.05], [-1.82, 3.41, 1.29], [-1.36, 3.87, 2.53], [-0.83, 4.76, 2.48], [-2.08, 4.10, 3.14], [-1.07, 3.34, 0.21], [-2.54, 4.34, 0.63], [-3.21, 2.01, -0.08], [-3.44, 2.44, 1.59], [-0.97, 0.93, 0.99], [-2.43, 0.18, 1.49], [-2.15, 1.48, 3.57], [-0.21, 2.78, 3.86], [2.12, -2.76, -1.06], [3.31, -2.09, 0.03]]
}



# 2
{
  "formula": "C12H31N2O4",
  "method": "ωB97M-V/def2-TZVPD",
  "e_tot_ev": -24108.5597,
  "e_homo_ev": -12.02,
  "total_charge": 1,
  "gap_ha": 0.3320,
  "symbols": ["N", "C", "C", "C", "C", "N", "C", "C", "O", "H", "H", "H", "H", "H", "H", "H", "H", "H", "H", "H", "H", "H", "C", "C", "O", "H", "H", "H", "H", "H", "H", "C", "C", "O", "H", "H", "H", "H", "H", "H", "C", "C", "O", "H", "H", "H", "H", "H", "H"],
  "xyz": [[2.58, -1.09, -0.01], [1.77, -0.11, -0.13], [1.10, 0.30, -1.48], [-0.48, 0.10, -1.36], [-1.06, 1.34, -0.56], [-2.31, 1.05, 0.21], [-2.13, -0.25, 0.95], [-1.96, -1.34, -0.20], [-0.65, -1.17, -0.73], [2.87, -1.15, 0.98], [1.51, 0.49, 0.79], [1.42, -0.45, -2.25], [1.37, 1.35, -1.79], [-0.86, 0.13, -2.42], [-1.34, 2.12, -1.33], [-0.31, 1.84, 0.11], [-3.09, 0.89, -0.45], [-2.58, 1.78, 0.87], [-2.96, -0.47, 1.65], [-1.12, -0.21, 1.46], [-2.75, -1.13, -0.98], [-2.13, -2.37, 0.19], [-6.23, 4.19, 0.33], [-5.09, 3.43, -0.31], [-5.27, 2.02, -0.15], [-6.30, 3.95, 1.40], [-6.10, 5.26, 0.22], [-7.18, 3.90, -0.12], [-4.14, 3.70, 0.17], [-5.02, 3.66, -1.37], [-6.10, 1.78, -0.57], [1.23, -4.70, 3.17], [1.23, -3.22, 2.83], [2.22, -2.54, 3.60], [1.03, -4.85, 4.23], [0.47, -5.23, 2.59], [2.20, -5.15, 2.96], [0.26, -2.78, 3.06], [1.44, -3.07, 1.77], [3.07, -2.93, 3.38], [6.34, -0.55, -2.19], [5.63, 0.77, -2.46], [4.26, 0.54, -2.79], [6.28, -1.19, -3.07], [7.39, -0.38, -1.95], [5.86, -1.08, -1.37], [6.09, 1.29, -3.29], [5.68, 1.42, -1.58], [3.86, 0.09, -2.04]]
}



# 3
{
  "formula": "C12H12OSSi",
  "method": "ωB97M-V/def2-TZVPD",
  "e_tot_ev": -33394.5013,
  "e_homo_ev": [-8.16, -8.16],
  "e_above_lowest_kj_mol": 392.3,
  "gap_ha": [0.1909, 0.1909],
  "symbols": ["C", "C", "C", "C", "C", "C", "C", "C", "C", "C", "C", "C", "O", "Si", "S", "H", "H", "H", "H", "H", "H", "H", "H", "H", "H", "H", "H"],
  "xyz": [[-1.54, 0.48, -1.68], [1.53, 2.77, 1.76], [-1.40, 0.31, -0.32], [-0.96, -0.44, -2.55], [1.87, 1.53, 2.27], [1.52, 3.01, 0.45], [-0.54, -0.69, 0.23], [-0.24, -1.52, -1.97], [2.27, 0.48, 1.36], [1.78, 1.97, -0.49], [0.10, -1.59, -0.62], [2.04, 0.71, 0.07], [2.01, -3.12, 1.23], [0.82, -3.28, 0.29], [2.29, -0.62, -0.97], [-2.12, 1.34, -2.05], [1.09, 3.52, 2.44], [-1.81, 1.04, 0.37], [-1.23, -0.26, -3.60], [1.88, 1.20, 3.31], [1.37, 4.04, 0.15], [-0.18, -0.74, 1.28], [0.22, -2.21, -2.67], [2.54, -0.59, 1.59], [1.97, 2.34, -1.49], [1.33, -3.78, -0.94], [-0.47, -3.79, 0.79]]
}



# 4
{
  "formula": "C5H12O2",
  "method": "ωB97M-V/def2-TZVPD",
  "e_tot_ev": -9473.5175,
  "e_homo_ev": -9.40,
  "e_above_lowest_kj_mol": 156.1,
  "gap_ha": 0.3849,
  "symbols": ["C", "C", "O", "C", "C", "O", "C", "H", "H", "H", "H", "H", "H", "H", "H", "H", "H", "H", "H"],
  "xyz": [[-1.67, -1.50, 1.47], [-1.64, -0.34, 0.50], [-0.38, 0.28, 0.53], [-0.23, 1.27, -0.47], [1.25, 1.57, -0.72], [1.89, 0.58, -1.47], [2.06, -0.64, -0.77], [-1.46, -1.17, 2.49], [-0.92, -2.25, 1.19], [-2.65, -1.99, 1.45], [-2.43, 0.40, 0.75], [-1.85, -0.69, -0.53], [-0.66, 0.92, -1.42], [-0.76, 2.19, -0.17], [1.32, 2.49, -1.31], [1.77, 1.74, 0.25], [1.10, -1.08, -0.48], [2.65, -0.48, 0.15], [2.60, -1.32, -1.43]]
}



# 5
{
  "formula": "CH5NO2S",
  "method": "ωB97M-V/def2-TZVPD",
  "e_tot_ev": -17535.1855,
  "e_homo_ev": -10.25,
  "e_above_lowest_kj_mol": 362.6,
  "gap_ha": 0.3601,
  "symbols": ["C", "N", "O", "O", "S", "H", "H", "H", "H", "H"],
  "xyz": [[-1.66, 1.09, -0.67], [0.59, -2.14, -1.01], [-1.38, -2.16, 0.59], [-1.80, 0.70, -1.80], [-0.67, -2.79, -0.46], [0.94, 2.14, -3.34], [-0.61, 0.81, -0.27], [-2.57, 1.51, -0.17], [0.93, -1.29, -0.71], [1.49, 2.00, -3.70]]
}



Q: Which formula does entry 4 have?
A: C5H12O2